Entry from the OMol25 dataset: a molecular structure, C46H43N5O2P2S4Ta (ωB97M-V/def2-TZVPD).

Cartesian coordinates (Å):
Ta1 -1.344 0.715 -0.412
S1 -2.353 2.461 1.251
S2 -3.312 4.123 0.616
S3 -3.312 4.123 -1.439
S4 -2.353 2.461 -2.074
C1 -1.796 -0.435 3.066
N1 -0.402 -0.922 3.263
C2 0.689 0.062 3.029
P1 0.512 0.631 1.323
C3 1.895 -0.006 0.358
C4 3.218 -0.088 0.805
C5 4.224 -0.596 -0.024
C6 3.923 -1.032 -1.313
C7 2.614 -0.961 -1.775
C8 1.611 -0.452 -0.946
C9 0.807 2.411 1.396
C10 1.892 3.004 2.052
C11 2.025 4.396 2.097
C12 1.072 5.212 1.491
C13 -0.013 4.640 0.835
C14 -0.143 3.251 0.788
C15 -0.247 -1.682 4.467
C16 -1.147 -2.715 4.789
C17 -1.024 -3.491 5.950
C18 0.026 -3.267 6.828
C19 0.948 -2.271 6.539
C20 0.813 -1.496 5.378
P2 -2.210 -0.951 1.338
C21 -2.764 -2.672 1.563
C22 -4.064 -3.030 1.950
C23 -4.411 -4.369 2.149
C24 -3.463 -5.372 1.966
C25 -2.169 -5.038 1.577
C26 -1.824 -3.699 1.373
C27 -3.755 -0.076 0.935
C28 -4.444 0.762 1.822
C29 -5.624 1.407 1.433
C30 -6.131 1.228 0.149
C31 -5.460 0.405 -0.748
C32 -4.282 -0.239 -0.359
H1 -1.819 0.656 3.175
H2 -2.526 -0.826 3.782
H3 1.669 -0.408 3.144
H4 0.600 0.884 3.749
H5 3.494 0.242 1.801
H6 5.248 -0.651 0.337
H7 4.705 -1.427 -1.955
H8 2.366 -1.301 -2.777
H9 0.593 -0.409 -1.332
H10 2.650 2.397 2.538
H11 2.874 4.842 2.608
H12 1.176 6.294 1.530
H13 -0.760 5.270 0.361
H14 -1.003 2.827 0.271
H15 -1.971 -2.959 4.129
H16 -1.749 -4.275 6.151
H17 0.129 -3.870 7.726
H18 1.781 -2.092 7.214
H19 1.569 -0.733 5.232
H20 -4.829 -2.274 2.113
H21 -5.423 -4.626 2.451
H22 -3.731 -6.413 2.129
H23 -1.420 -5.814 1.443
H24 -0.799 -3.458 1.093
H25 -4.092 0.932 2.835
H26 -6.146 2.051 2.137
H27 -7.047 1.729 -0.151
H28 -5.848 0.260 -1.753
H29 -3.776 -0.878 -1.081
C33 6.200 -1.356 -2.857
C34 5.066 -0.876 -3.712
C35 4.289 -1.777 -4.446
C36 3.207 -1.324 -5.205
C37 2.865 0.033 -5.220
N2 1.750 0.406 -5.998
C38 1.128 1.601 -6.130
O1 0.676 1.923 -7.232
N3 0.970 2.454 -5.088
C39 0.745 2.195 -3.720
C40 0.674 3.291 -2.857
C41 0.440 3.094 -1.497
C42 0.270 1.798 -1.041
N4 0.306 0.715 -1.843
C43 0.535 0.938 -3.162
C44 3.655 0.936 -4.507
C45 4.739 0.483 -3.749
H30 6.520 -2.362 -3.148
H31 5.892 -1.381 -1.807
H32 7.066 -0.694 -2.960
H33 4.515 -2.841 -4.427
H34 2.617 -2.051 -5.757
H35 1.534 -0.218 -6.767
H36 0.724 3.385 -5.403
H37 0.812 4.303 -3.227
H38 0.393 3.932 -0.811
H39 0.089 1.592 0.010
H40 0.511 0.035 -3.761
H41 3.461 2.003 -4.533
H42 5.328 1.204 -3.185
O2 -3.089 -2.306 -3.432
C46 -2.644 -1.536 -2.662
N5 -2.170 -0.716 -1.842
H43 -3.208 0.715 -0.412

Atoms 1-2, force components in eV/Å:
Ta -8.2 -4.1 -1.8
S -2.9 -1.8 2.6

Calculated values
- E_tot: -4534.7251 hartree
- Frontier orbital gap (alpha / beta): 4.70 / 4.69 eV
- Maximum force: 0.1813 hartree/bohr
- HOMO energy (alpha / beta): -0.3207 / -0.3203 Ha
- Total charge: +1